Formula: C73H70N5O11
Source: the Open Molecules 2025 dataset
Level of theory: the ωB97M-V functional and the def2-TZVPD basis

Each line ends with the Löwdin charge.
Element x y z (Å)
N1 3.09 -4.64 0.59  0.011
C1 9.77 -0.45 5.92  -0.053
N2 2.48 -4.46 -1.59  0.061
O1 -6.83 -0.38 -6.53  0.109
H1 -0.99 0.76 0.81  0.054
H2 4.56 -6.09 0.24  0.144
H3 0.11 -6.40 -4.63  0.070
C2 -6.00 2.13 -7.45  0.000
C3 2.38 -3.96 -0.33  -0.248
H4 -4.94 5.34 -7.20  0.109
C4 -3.16 -0.20 2.55  -0.071
O2 1.24 8.09 -3.96  0.112
H5 4.65 -4.53 2.00  0.103
C5 -6.74 0.19 -4.24  -0.084
O3 1.68 -2.47 1.27  -0.093
H6 1.85 -3.04 3.58  0.111
N3 -0.44 -5.55 -4.69  0.001
C6 5.25 7.41 -1.05  -0.054
C7 -4.25 0.14 4.67  0.006
H7 4.32 6.19 0.46  0.119
H8 -5.14 4.79 -4.79  0.114
H9 11.51 0.74 5.55  0.110
C8 3.53 -5.91 -0.05  -0.191
C9 1.54 -7.70 -0.34  -0.165
C10 3.49 -5.54 -1.53  -0.281
H10 -4.34 -0.05 5.73  0.123
H11 -1.07 7.25 -3.83  0.121
C11 0.79 -2.85 3.43  -0.152
C12 -5.16 0.99 4.06  -0.075
O4 5.87 -1.25 4.61  0.096
H12 2.35 -6.84 1.45  0.122
C13 1.58 -4.20 -3.89  -0.170
C14 -0.55 5.28 -0.56  -0.009
H13 -1.94 -4.81 4.47  0.077
C15 -7.23 -1.04 -3.84  -0.005
C16 -7.05 2.85 2.85  -0.083
H14 -7.50 -1.76 -4.60  0.120
H15 1.89 -3.15 -3.86  0.106
H16 -0.28 -3.49 -4.72  0.115
H17 0.46 -4.12 -2.03  0.118
C17 2.75 7.43 -2.27  -0.082
C18 -0.03 -3.78 4.35  -0.223
C19 6.11 1.99 1.12  0.004
H18 6.22 7.41 -0.58  0.109
C20 4.83 1.67 0.70  -0.044
H19 -7.12 -0.61 -0.49  0.106
C21 5.06 8.10 -2.25  -0.052
H20 -2.38 -0.67 1.96  0.081
C22 6.68 1.32 2.20  -0.079
C23 -6.00 2.20 2.02  -0.265
C24 1.83 5.98 -0.43  -0.281
C25 -6.53 0.86 -1.93  0.001
C26 -3.25 -0.45 3.91  -0.054
H21 -0.21 0.14 -1.28  0.117
H22 3.64 8.65 -3.78  0.122
H23 -0.40 -3.20 5.20  0.101
C27 4.19 6.73 -0.47  -0.004
C28 0.50 5.99 -1.12  -0.086
H24 4.11 -0.74 2.97  0.109
H25 -5.49 3.62 -8.90  0.109
H26 0.64 -4.53 4.79  0.106
C29 3.81 8.11 -2.85  0.001
C30 1.42 7.47 -2.94  -0.277
C31 -4.06 0.66 1.94  -0.004
C32 5.95 0.34 2.86  -0.083
C33 0.10 0.79 0.78  -0.038
H27 -9.59 5.06 2.54  0.111
H28 3.45 -7.92 0.63  0.117
C34 -1.22 -4.50 3.71  -0.106
H29 -1.76 -3.86 3.00  0.067
H30 10.50 1.96 3.64  0.122
H31 10.20 -0.98 6.75  0.109
C35 2.94 6.74 -1.07  -0.086
H32 -2.53 -1.11 4.39  0.099
H33 1.09 1.29 -1.09  0.122
C36 -6.24 1.61 4.89  -0.274
H34 0.40 1.81 1.04  0.078
C37 -9.04 4.06 4.36  -0.048
H35 -0.37 4.74 0.37  0.113
H36 0.14 -1.95 -1.10  0.145
C38 0.31 6.70 -2.30  -0.082
C39 8.64 0.92 3.78  -0.082
H37 -7.80 3.96 1.20  0.123
C40 4.11 -3.87 1.32  0.019
O5 -5.89 2.43 0.83  0.090
H38 1.59 -7.43 -1.40  0.091
H39 5.88 8.63 -2.70  0.110
C41 -7.01 -0.38 -1.54  -0.055
C42 -6.11 1.83 -6.10  -0.083
H40 -6.25 1.60 -1.19  0.088
C43 -7.17 2.56 4.21  -0.082
C44 4.66 0.02 2.44  -0.006
H41 5.53 -5.58 -1.59  0.087
C45 0.60 0.44 -0.62  -0.207
H42 -7.76 -2.29 -2.19  0.106
H43 1.03 -5.71 -2.43  0.094
C46 8.47 -0.74 5.52  -0.002
C47 2.72 -7.13 0.46  -0.098
H44 0.74 -4.32 -5.86  0.111
C48 -1.98 5.97 -2.36  -0.049
C49 -6.39 1.15 -3.28  -0.078
N4 1.74 -2.84 -0.05  0.029
C50 -5.89 2.50 -3.68  -0.277
C51 10.50 0.52 5.24  -0.050
C52 -5.06 1.26 2.70  -0.077
H45 3.18 -6.34 -2.21  0.150
H46 -4.01 0.88 0.88  0.118
H47 -6.25 1.37 -8.17  0.121
C53 8.06 1.68 2.63  -0.276
C54 -5.79 2.79 -5.14  -0.084
H48 7.88 -1.49 6.03  0.120
C55 0.52 -3.03 1.95  -0.160
O6 -6.35 1.33 6.06  0.117
C56 -8.91 4.36 3.01  -0.049
C57 -1.78 5.26 -1.18  -0.053
C58 0.38 -4.35 -4.83  -0.271
H49 2.45 -4.75 -4.28  0.113
C59 -8.17 3.16 4.96  0.003
C60 4.11 0.68 1.36  -0.045
C61 1.30 -4.65 -2.47  -0.165
H50 4.40 2.19 -0.14  0.109
O7 1.99 5.37 0.60  0.095
O8 -0.12 -5.97 -0.02  -0.082
H51 1.70 -2.10 -1.97  0.130
C62 -5.37 4.05 -5.54  -0.004
H52 -8.25 2.92 6.01  0.123
H53 0.42 -4.07 1.67  0.104
H54 -2.60 4.69 -0.75  0.108
H55 0.18 -7.53 1.30  0.118
C63 1.22 -1.85 -1.02  -0.140
C64 0.18 -7.35 0.21  -0.240
C65 9.94 1.20 4.18  0.002
C66 -7.92 3.75 2.25  0.004
C67 -7.37 -1.33 -2.49  -0.059
H56 4.81 -3.40 0.63  0.105
C68 -5.58 3.39 -7.84  -0.053
C69 -6.58 0.47 -5.70  -0.278
H57 -0.36 -2.48 1.60  0.118
H58 -9.81 4.53 4.94  0.111
H59 -0.59 -7.99 -0.23  0.124
H60 0.63 -1.81 3.71  0.114
O9 8.69 2.54 2.06  0.114
C70 6.52 -0.40 4.03  -0.278
H61 0.51 0.10 1.51  0.071
H62 4.88 -4.91 -2.92  0.086
O10 -5.57 3.32 -2.85  0.105
H63 3.61 -3.10 1.91  0.068
N5 4.78 -4.97 -1.91  0.095
C71 -5.27 4.35 -6.89  -0.054
C72 -0.94 6.69 -2.92  0.002
H64 1.60 -8.79 -0.31  0.123
H65 6.69 2.76 0.63  0.122
H66 -0.92 -5.41 3.18  0.063
H67 -1.05 -5.52 -3.88  0.063
C73 7.91 -0.06 4.45  -0.086
H68 -1.08 -5.88 -0.15  0.102
H69 -2.95 5.95 -2.83  0.105
O11 1.60 -0.59 -0.61  -0.114
H70 3.11 0.43 1.02  0.084

Computed properties:
highest occupied orbital energy: -11.034 eV
charge: +1
E_LUMO: -2.5 eV